#1
This record from the OMol25 dataset describes a structure of composition C14H28O2. The level of theory is ωB97M-V/def2-TZVPD.

XYZ file:
```
44
Properties=species:S:1:pos:R:3
H -8.07 0.32 0.11
C -0.55 -0.13 0.16
H -8.29 -1.61 -1.65
C 2.01 -0.51 0.58
H -0.71 -1.15 -0.12
H 1.89 -1.39 0.27
H 3.34 1.29 0.88
H -0.61 -0.17 1.32
C 6.37 -0.10 -0.42
C 4.35 -0.54 1.00
C 3.30 0.36 0.42
H -3.18 -0.60 -0.32
H -5.41 0.78 1.22
C 0.81 0.44 -0.08
C -4.07 1.15 -0.35
H -6.10 2.04 0.22
C -3.08 0.22 0.23
C -8.13 -1.67 -0.53
C -7.38 -0.50 0.11
C -5.43 0.94 0.29
H 1.02 0.35 -1.06
C 5.86 -0.17 0.83
H -7.63 -0.56 1.28
H 3.46 0.34 -0.51
H -3.10 0.09 1.13
C -5.96 -0.14 -0.41
H -1.43 1.74 0.37
H 6.64 -0.36 1.57
O 6.00 0.82 -1.13
H 6.43 0.52 -2.10
H -7.74 -2.51 -0.22
H 1.78 -0.46 1.41
H -5.51 -1.10 0.07
O 6.91 -1.19 -0.98
H -6.15 -0.01 -1.44
H 4.45 -1.61 0.83
H 1.02 1.43 0.46
H -3.83 2.17 0.21
H 4.17 -0.71 2.08
H 5.74 1.02 1.24
H -1.54 1.06 -1.31
H -4.16 1.37 -1.28
C -1.71 0.68 -0.01
H -9.29 -1.88 -0.21
```

HOMO-LUMO gap (eV): 10.35
Highest occupied orbital energy (Eh): -0.3554
Spin multiplicity: 1
E_LUMO (Ha): 0.0249

#2
This record from the OMol25 dataset describes an isolated molecule of C14H28O2. The level of theory is ωB97M-V/def2-TZVPD.

XYZ file:
```
44
Properties=species:S:1:pos:R:3
H -2.87 -4.69 0.77
O 3.40 -1.46 -1.64
H 2.10 -0.04 1.22
C 2.34 2.05 0.76
C 2.43 0.58 0.38
C -1.48 2.83 0.62
H 4.18 0.79 -0.86
C 0.94 2.46 1.23
H -2.32 3.61 -1.20
H -1.80 1.30 -1.79
C -3.16 -0.97 -1.12
H -3.95 0.51 0.23
H 0.63 1.80 2.04
H 2.63 2.67 -0.10
C -2.41 -2.58 0.73
H -4.43 -1.97 0.31
H 3.05 2.25 1.56
H -2.25 -1.78 1.46
C -0.10 2.44 0.11
H -3.94 -0.84 -1.87
H 1.77 0.37 -0.47
H 1.00 3.47 1.64
C -3.51 -2.18 -0.25
H -3.51 3.09 -0.01
H -3.71 -3.03 -0.91
C -3.02 0.32 -0.32
C 3.89 -1.27 -0.41
H -3.52 1.62 -1.95
C -2.74 -3.86 1.47
C -2.55 2.83 -0.47
C -2.71 1.51 -1.22
H -2.22 -1.17 -1.64
H -1.95 -4.13 2.17
H 4.53 0.33 0.83
H 3.40 -2.41 -1.86
H 0.21 3.12 -0.68
H -3.67 -3.75 2.03
O 4.26 -2.18 0.28
C 3.86 0.18 -0.01
H -0.15 1.43 -0.30
H -1.78 2.15 1.42
H -2.22 0.21 0.41
H -1.47 -2.71 0.18
H -1.43 3.83 1.05
```

SMILES: CCCCCCCCCCCCCC(=O)O
HOMO-LUMO gap (eV): 10.99
Highest occupied orbital energy (Eh): -0.3797
Spin multiplicity: 1
E_LUMO (Ha): 0.0243

Decreasing stability: #2, #1

#1
This record from the OMol25 dataset describes the ion C7H12N with charge +1. The level of theory is ωB97M-V/def2-TZVPD.

XYZ file:
```
20
Properties=species:S:1:pos:R:3
C 0.99 -0.50 -0.98
C -1.06 -2.23 0.93
H 0.25 1.23 -1.38
C -0.34 -1.21 -1.12
H 2.14 1.38 0.97
H -0.71 -3.14 0.45
H -0.97 2.03 1.52
H -2.74 1.36 1.60
C -1.03 -1.09 0.20
H 1.45 -1.03 -0.11
H 1.66 -0.56 -1.79
C -1.67 1.27 1.25
H 1.06 2.60 0.33
N 0.76 0.88 -0.53
H -1.53 -2.08 1.98
C 1.69 1.77 0.07
C -1.14 0.18 0.68
H -0.91 -0.67 -1.99
H -0.35 -2.25 -1.46
H 2.46 2.05 -0.61
```

HOMO-LUMO gap (alpha / beta) (eV): 8.08 / 8.08
Highest occupied orbital energy (alpha / beta) (Eh): -0.5067 / -0.5066
Charge: +1
Spin multiplicity: 1
E_LUMO (alpha / beta) (Ha): -0.2098 / -0.2098

#2
This record from the OMol25 dataset describes the ion C7H12N with charge +1. The level of theory is ωB97M-V/def2-TZVPD.

XYZ file:
```
20
Properties=species:S:1:pos:R:3
H -2.52 -0.54 0.75
H 1.70 0.99 1.92
H -1.40 0.64 1.27
H 2.54 -0.50 -1.05
H -1.89 1.56 -0.92
H -0.61 -1.75 -0.05
H 1.35 -1.99 -0.78
C 0.77 -0.12 0.11
C 1.86 -1.00 -0.42
C 0.54 1.94 0.28
C -0.56 -1.07 0.74
C -1.41 0.66 -0.81
N -1.66 -0.03 0.51
H -1.82 0.00 -1.56
H 0.23 2.93 0.43
C 1.17 0.98 0.99
H 2.43 -1.40 0.37
C 0.05 0.94 -0.78
H 0.57 1.32 -1.67
H -0.35 -1.51 1.69
```

SMILES: C[C@@]12C=C[C@@H]1C[NH2+]C2
HOMO-LUMO gap (eV): 10.59
Highest occupied orbital energy (Eh): -0.5063
Charge: +1
Spin multiplicity: 1
E_LUMO (Ha): -0.1171

Decreasing stability: #2, #1

#1
This record from the OMol25 dataset describes the ion C7H12N with charge +1. The level of theory is ωB97M-V/def2-TZVPD.

XYZ file:
```
20
Properties=species:S:1:pos:R:3
N 1.58 -0.08 -0.16
H -2.74 -1.38 -0.70
C 2.45 0.71 0.69
C 0.43 -0.68 0.55
H -1.40 1.57 -0.68
H 3.36 1.09 0.16
H 2.01 1.74 0.89
C -2.62 0.24 0.44
H -3.54 -0.06 1.08
H 0.05 0.18 1.07
C -2.29 1.45 -0.04
H -0.31 -2.20 -0.91
C -0.68 -1.34 -0.25
C -1.93 -0.97 -0.13
C 1.69 -0.30 -1.41
H 0.96 -1.06 -1.81
H -2.77 2.36 0.33
H 2.54 0.18 1.68
H 0.72 -1.39 1.32
H 2.48 -0.11 -2.14
```

SMILES: C=C/C=C\C[N+](=C)C
HOMO-LUMO gap (eV): 8.45
Highest occupied orbital energy (Eh): -0.4849
Charge: +1
Spin multiplicity: 1
E_LUMO (Ha): -0.1742

#2
This record from the OMol25 dataset describes the ion C7H12N with charge +1. The level of theory is ωB97M-V/def2-TZVPD.

XYZ file:
```
20
Properties=species:S:1:pos:R:3
C 1.88 -0.27 -0.66
C -2.94 -0.42 -0.09
H 3.63 0.05 0.54
H -0.79 1.65 0.60
N -1.48 -0.03 -0.30
H 2.80 -1.32 1.03
C 1.69 0.71 1.30
C 1.06 0.86 -0.25
H 1.26 -1.10 -0.80
H -4.58 -1.28 -0.61
C -0.39 0.73 0.16
H 2.48 -0.07 -1.50
H 2.01 1.58 1.82
H -3.35 -0.76 -2.24
C 2.70 -0.31 0.63
H -3.09 -0.35 0.99
H -1.29 -0.89 -0.83
C -3.69 -0.91 -1.16
H 1.24 1.80 -0.67
H 0.84 0.32 2.04
```

SMILES: C=C/[NH+]=C/C1CCC1
HOMO-LUMO gap (eV): 9.23
Highest occupied orbital energy (Eh): -0.5210
Charge: +1
Spin multiplicity: 1
E_LUMO (Ha): -0.1818

Decreasing stability: #1, #2

#1
This record from the OMol25 dataset describes a structure of composition C26H38N3O4S3SiTa. The level of theory is ωB97M-V/def2-TZVPD.

XYZ file:
```
76
Properties=species:S:1:pos:R:3
O -2.92 3.15 -1.96
H -2.53 -1.80 0.39
O -1.71 1.75 -0.66
H -3.04 -0.12 -3.53
H 2.90 -1.89 0.14
H 0.01 -4.00 -1.31
H -2.46 -0.50 1.87
C 1.69 2.18 -3.90
H 3.00 2.73 -1.07
C 0.72 3.02 -4.44
S -0.74 -0.66 -3.39
C 1.99 -0.40 2.64
H 2.07 -2.54 4.30
H -1.10 4.27 4.33
H -3.74 0.02 2.97
S 2.19 5.37 1.21
N 0.98 3.18 0.79
C -0.62 3.02 2.59
C 1.01 -1.59 2.68
C -0.60 -4.53 1.28
H -0.94 -1.98 3.59
O 3.34 0.28 -2.15
C -2.21 1.47 2.62
C 2.03 -2.51 -0.10
H -2.34 -2.53 2.01
H 2.92 -0.65 2.12
H 1.55 0.48 2.15
H 3.58 4.39 -0.99
Si 0.55 -2.04 0.91
C -1.29 3.43 3.69
H -1.33 -5.29 0.97
H -1.03 -2.59 -1.56
N -1.12 1.89 2.00
N 0.25 1.80 -2.08
H 2.56 -3.14 2.72
H 2.25 -0.11 3.66
C -0.50 3.22 -3.80
H -0.69 -4.41 2.36
C -1.92 2.56 -1.74
S -2.61 2.39 3.99
H 2.08 4.04 -1.83
H -3.68 0.66 1.33
H 0.14 -1.01 4.56
C -2.43 -0.92 -3.94
Ta -0.13 0.84 -0.06
H 0.76 5.51 3.18
H -2.81 -1.88 -3.59
H -2.47 -0.88 -5.03
H 1.02 -3.65 3.43
C -0.89 -3.22 0.52
C -0.70 2.56 -2.60
H -0.66 -0.28 3.17
H 0.40 -4.93 1.06
H -1.26 3.85 -4.22
C 1.92 3.97 0.29
H -3.02 -3.47 0.69
C 0.10 -2.04 -4.19
C 2.69 3.77 -0.97
H 0.92 3.53 -5.38
H -0.36 -2.99 -3.89
C 1.00 4.89 2.33
H -1.74 -4.17 -1.21
H 2.30 -3.55 0.10
C -0.19 -1.19 3.54
C 2.26 0.67 -1.87
H 1.14 -2.03 -3.86
C -2.27 -2.71 0.93
C 1.41 1.58 -2.69
C 0.47 3.71 1.95
O 1.59 0.34 -0.72
H 2.63 2.00 -4.40
H 0.06 -1.92 -5.26
H 1.84 -2.42 -1.17
C 1.70 -2.81 3.31
C -0.91 -3.50 -0.98
C -3.07 0.34 2.18
```

HOMO-LUMO gap (alpha / beta) (eV): 6.38 / 6.33
Highest occupied orbital energy (alpha / beta) (Eh): -0.4991 / -0.5080
Charge: +2
Spin multiplicity: 1
E_LUMO (alpha / beta) (Ha): -0.2648 / -0.2752

#2
This record from the OMol25 dataset describes a structure of composition C26H38N3O4S3SiTa. The level of theory is ωB97M-V/def2-TZVPD.

XYZ file:
```
76
Properties=species:S:1:pos:R:3
H 1.37 -1.38 -4.65
C -0.44 -2.93 -0.42
O -2.11 1.28 -3.29
C -1.36 -2.90 2.94
H -1.76 0.56 2.65
H 5.81 0.25 1.62
C 3.15 -1.89 0.92
C 1.56 3.60 -1.99
H 0.74 4.02 -1.40
C 0.43 -1.21 2.89
H -1.26 -2.90 4.03
C -3.03 -1.38 -0.13
C -1.58 1.33 -2.23
H 2.49 -3.53 -0.27
H -3.30 3.58 -2.03
H -0.69 -3.67 2.55
H 3.28 0.89 -3.16
H 1.15 2.83 -2.66
H -3.32 0.78 -0.37
C -2.61 4.30 -0.11
C -1.72 4.09 0.94
C -0.88 3.00 0.86
C -1.92 -0.45 3.04
Ta 0.71 0.65 -0.43
N 2.62 1.78 -0.66
C -3.78 -2.50 0.62
H 1.48 -3.24 1.16
C 2.61 3.02 -1.11
H -3.31 -3.48 0.51
C -1.78 2.35 -1.16
H -1.65 4.76 1.79
S 3.93 3.93 -0.57
H -0.56 -3.87 0.13
C 4.52 2.61 0.32
H 1.96 4.40 -2.61
H -4.78 -2.58 0.19
H 1.03 0.33 -4.28
H -4.20 -1.64 -1.90
H 0.43 -1.23 3.99
H 5.41 2.68 0.92
H 0.81 -0.23 2.60
H -2.61 -0.99 -2.27
O -0.61 0.46 -1.82
H 1.14 -1.96 2.57
H 4.12 -0.21 -2.04
C -3.14 -1.69 -1.63
H -0.09 -0.94 -3.74
S 1.87 -0.90 -2.38
O 0.49 3.18 2.82
H -1.73 -0.41 4.12
H 0.62 -2.78 -0.61
C 3.43 -0.14 -2.87
C -3.75 -0.06 0.16
Si -1.21 -1.50 0.50
H -3.78 0.19 1.22
N -0.94 2.14 -0.16
S 4.67 -1.91 1.68
H -3.90 -2.29 1.68
H -0.92 -3.05 -1.38
C 3.82 0.21 0.71
H -3.27 5.16 -0.09
H -4.79 -0.15 -0.18
C -2.64 3.43 -1.19
H -2.81 -2.69 -1.87
C -0.99 -1.49 2.41
H 3.07 -3.97 1.33
C 0.24 2.65 1.79
C 0.95 -0.70 -3.92
C 2.50 -3.22 0.78
O 0.95 1.64 1.24
N 2.78 -0.69 0.48
H 3.83 -0.71 -3.71
C 4.90 -0.27 1.36
H -2.97 -0.70 2.92
C 3.70 1.54 0.16
H -2.38 -3.20 2.71
```

HOMO-LUMO gap (alpha / beta) (eV): 6.27 / 6.26
Highest occupied orbital energy (alpha / beta) (Eh): -0.4994 / -0.4982
Charge: +2
Spin multiplicity: 1
E_LUMO (alpha / beta) (Ha): -0.2692 / -0.2682

Decreasing stability: #2, #1